1.
Computed, not measured: a structure of composition C4H3Cl2OPS in a non-equilibrium geometry, with the ωB97M-V functional and the def2-TZVPD basis.

```
! wB97M-V def2-TZVPD RIJCOSX def2/J DEFGRID3
* xyz 0 1
C -1.311 -0.357 1.363
C 0.087 0.004 1.393
C -1.990 0.105 0.259
C 0.425 0.633 0.215
O 1.887 2.346 -1.123
P 2.094 1.230 -0.235
S -1.012 0.923 -0.801
Cl 1.878 -0.788 -2.147
Cl 1.945 -2.666 -3.040
H -1.701 -1.062 1.915
H 0.743 -0.292 2.126
H -3.045 -0.077 0.073
*
```

Calculated values
* molar mass: 201.01 g/mol
* HOMO level: -9.22 eV
* relative energy (zero: lowest compared OMol25 entry of this formula, charge and spin): 380.8 kJ/mol
* frontier orbital gap: 6.96 eV

2.
Computed, not measured: an isolated molecule of C8H9BO in a non-equilibrium geometry, with the ωB97M-V functional and the def2-TZVPD basis.

```
! wB97M-V def2-TZVPD RIJCOSX def2/J DEFGRID3
* xyz 0 1
C 0.857 -2.575 0.558
B -0.425 -1.349 0.406
C -1.793 -2.194 0.419
O -2.683 -2.305 1.257
C -0.402 0.170 0.043
C -0.625 1.036 1.119
C -0.568 2.381 0.873
C -0.331 2.892 -0.380
C 0.196 2.046 -1.355
C 0.018 0.702 -1.181
H 1.620 -2.123 -0.014
H 0.466 -3.418 -0.021
H 0.959 -2.663 1.568
H -1.886 -2.799 -0.545
H -0.824 0.763 2.101
H -0.801 2.894 1.837
H -0.244 4.017 -0.492
H 0.621 2.369 -2.269
H 0.292 0.152 -2.024
*
```

Calculated values
* molar mass: 131.97 g/mol
* HOMO level: -8.82 eV
* relative energy (zero: lowest compared OMol25 entry of this formula, charge and spin): 280.0 kJ/mol
* frontier orbital gap: 8.87 eV

3.
Computed, not measured: an isolated molecule of C3H5N2PS in a non-equilibrium geometry, with the ωB97M-V functional and the def2-TZVPD basis.

```
! wB97M-V def2-TZVPD RIJCOSX def2/J DEFGRID3
* xyz 0 1
C -1.899 -0.943 0.863
C -0.695 -0.749 0.011
N -0.522 -1.211 -1.218
S 0.609 -0.860 -2.288
N 0.218 0.099 0.541
C 1.126 0.640 -0.032
P 2.617 1.506 0.215
H -2.859 -0.840 0.258
H -1.851 -1.882 1.183
H -1.743 -0.137 1.545
H 1.992 2.844 0.106
H 3.007 1.534 -1.183
*
```

Calculated values
* molar mass: 132.13 g/mol
* HOMO level (alpha / beta): -8.01 / -8.01 eV
* relative energy (zero: lowest compared OMol25 entry of this formula, charge and spin): 269.6 kJ/mol
* frontier orbital gap (alpha / beta): 7.36 / 7.37 eV